Computed, not measured: C2H5NO in the gas phase at a distorted geometry, with ωB97M-V/def2-TZVPD.

Element x y z (Å)
O -0.64104 -0.57824 1.56032
N 1.00416 0.42073 -1.23976
C -0.40725 -0.64720 0.38906
C -0.16058 0.63261 -0.44749
H -0.20356 1.46555 0.28622
H -1.06635 0.88702 -1.00373
H 1.13244 0.98432 -2.05428
H -0.42562 -1.61511 -0.14727
H 1.86850 0.29519 -0.72682

HOMO level in eV: -9.4326
Largest force on an atom in eV/Å: 1.56
Spin multiplicity: 1
Energy in Eh: -209.17126
SMILES: NCC=O
Frontier orbital gap in eV: 10.4
LUMO level in eV: 0.97